# 1
{
  "formula": "C8H34InN14O9S",
  "method": "the ωB97M-V functional and the def2-TZVPD basis",
  "homo_lumo_gap_ha": 0.25125,
  "charge": -1,
  "e_homo_ev": -4.996,
  "fmax_ev_per_a": 12.50,
  "e_lumo_ha": 0.06767,
  "elements": ["C", "S", "O", "O", "In", "H", "H", "H", "H", "H", "H", "C", "O", "N", "N", "H", "H", "H", "H", "C", "O", "N", "N", "H", "H", "H", "H", "C", "O", "N", "N", "H", "H", "H", "H", "C", "O", "N", "N", "H", "H", "H", "H", "C", "O", "N", "N", "H", "H", "H", "H", "C", "O", "N", "N", "H", "H", "H", "H", "C", "O", "N", "N", "H", "H", "H", "H"],
  "positions_angstrom": [[-1.216060, -0.086742, -1.964324], [-1.593084, -1.883636, -2.263143], [-2.466666, -2.390927, -1.138049], [-2.239921, -2.003084, -3.616426], [0.650418, -3.079729, -2.012263], [-1.690897, 0.539852, -2.726608], [-0.130363, 0.027432, -1.933338], [-1.623058, 0.151344, -0.973193], [1.684935, -2.858008, -3.455001], [0.371648, -4.770125, -1.561457], [1.400068, -2.234777, -0.618950], [1.346124, -1.269953, 2.544739], [1.904373, -1.134319, 1.456849], [1.880454, -2.044905, 3.529773], [0.164657, -0.671847, 2.855806], [1.460517, -2.178007, 4.428338], [2.750341, -2.498520, 3.328705], [-0.260510, -0.094448, 2.157620], [-0.290930, -0.772651, 3.740034], [0.512959, -7.184328, 0.271988], [1.379167, -6.484259, -0.214771], [0.790564, -8.221581, 1.126323], [-0.808622, -6.983934, 0.003093], [0.090671, -8.807070, 1.537901], [1.753388, -8.389165, 1.341932], [-1.037068, -6.223253, -0.616850], [-1.546698, -7.538742, 0.387813], [-4.863062, 0.798269, -4.218797], [-4.480618, 1.026566, -5.362848], [-4.383441, -0.214156, -3.461106], [-5.798745, 1.587876, -3.598954], [-4.679592, -0.384822, -2.518874], [-3.654636, -0.808064, -3.850512], [-6.165004, 2.361405, -4.118966], [-6.127714, 1.429813, -2.666441], [1.449619, 2.659771, 1.773677], [1.366437, 2.366436, 2.963264], [1.524877, 3.955782, 1.349031], [1.469088, 1.727852, 0.782622], [1.575059, 4.222801, 0.382026], [1.511111, 4.667916, 2.051647], [1.394040, 0.744403, 1.039226], [1.543308, 1.965014, -0.188803], [-2.716704, 4.004358, -2.409840], [-2.812168, 3.409064, -1.339034], [-2.149225, 5.245052, -2.510232], [-3.160076, 3.471077, -3.573821], [-2.055764, 5.744961, -3.372391], [-1.814950, 5.666811, -1.667179], [-3.558086, 2.549405, -3.530687], [-3.087539, 3.925208, -4.463150], [4.471223, -0.348474, 5.557440], [3.429875, -0.734316, 6.067621], [5.626879, -0.209501, 6.277629], [4.568272, -0.027641, 4.238553], [6.492336, 0.104130, 5.885153], [5.588818, -0.437552, 7.251521], [3.736515, -0.117392, 3.677633], [5.412414, 0.289404, 3.804857], [1.313875, 3.267909, -0.812677], [2.330585, 2.604889, -0.996670], [1.362781, 4.615258, -0.581441], [0.067419, 2.729633, -0.821897], [0.552748, 5.180323, -0.425681], [2.266631, 5.045493, -0.567423], [-0.002031, 1.742016, -0.986482], [-0.780963, 3.258407, -0.674533]],
  "forces_ev_per_angstrom": [[-0.8, -0.2, 0.3], [-0.9, -1.4, 0.3], [0.8, 1.4, -1.3], [0.5, 0.7, 1.0], [1.4, -0.6, 0.5], [0.2, -0.2, 0.1], [0.0, -0.2, -0.3], [0.0, -0.1, -0.2], [-0.5, 0.0, 0.1], [-0.4, 0.6, -0.4], [-0.5, -0.1, -0.6], [0.1, -0.1, -0.3], [-0.2, 0.3, 0.8], [0.1, -0.2, 0.0], [-0.1, -0.2, -0.2], [0.1, 0.2, 0.1], [0.0, -0.1, 0.0], [0.0, 0.1, 0.0], [0.1, 0.1, 0.1], [0.1, 0.5, -0.4], [0.3, -0.6, 0.4], [0.1, -0.3, 0.2], [-0.2, 0.0, -0.1], [-0.1, 0.0, 0.0], [0.1, 0.0, 0.0], [0.1, 0.1, 0.0], [0.0, 0.0, 0.1], [0.1, -0.6, 0.1], [-0.1, 0.3, 0.2], [0.0, 0.3, -0.5], [-0.3, 0.3, -0.1], [0.0, 0.0, 0.1], [0.1, -0.3, 0.2], [0.0, 0.0, 0.0], [0.1, -0.1, 0.0], [0.2, -0.8, 0.4], [-0.1, -0.2, 0.8], [0.6, -2.3, 7.7], [-0.7, -3.1, 4.8], [1.1, -0.6, 6.1], [0.0, -0.2, 0.7], [0.4, 0.4, 0.3], [0.9, -3.9, 3.0], [-0.2, -0.4, -0.2], [0.3, 0.4, -0.1], [0.1, 0.1, 0.2], [0.0, 0.0, 0.3], [0.0, 0.0, -0.1], [-0.1, 0.1, 0.1], [0.0, 0.0, -0.1], [0.0, 0.0, -0.1], [-0.4, 0.0, -0.3], [0.3, 0.0, 0.1], [0.2, 0.0, 0.2], [-0.2, -0.2, 0.0], [0.0, 0.0, -0.1], [0.0, 0.0, 0.0], [0.0, 0.1, 0.0], [0.0, 0.0, 0.0], [-2.0, 0.7, -6.4], [1.1, 3.4, -3.3], [-1.0, 4.6, -11.6], [0.0, 2.0, -1.5], [-0.2, -0.1, -0.2], [0.2, 0.3, -0.8], [-0.3, 0.1, 0.1], [-0.1, -0.1, -0.1]],
  "mulliken_charge": [-1.118, 0.724, -0.698, -0.830, 0.615, 0.176, 0.516, 0.370, -0.329, -0.311, -0.291, 0.640, -0.632, -0.355, -0.254, 0.105, 0.228, 0.142, 0.165, 0.633, -0.539, -0.429, -0.300, 0.137, 0.216, 0.196, 0.158, 0.466, -0.670, -0.231, -0.349, 0.137, 0.219, 0.228, 0.163, 0.232, -0.726, -0.622, 0.148, 0.089, 0.212, -0.143, -0.031, 0.771, -0.726, -0.400, -0.245, 0.155, 0.208, 0.242, 0.156, 0.621, -0.634, -0.397, -0.295, 0.150, 0.222, 0.170, 0.167, 1.213, -0.624, -0.549, 0.037, 0.301, 0.398, -0.002, 0.007]
}



# 2
{
  "formula": "C5H5NO",
  "method": "the ωB97M-V functional and the def2-TZVPD basis",
  "homo_lumo_gap_ha": [0.23946, 0.23943],
  "e_above_lowest_ev": 5.9465,
  "e_homo_ev": [-7.486, -7.485],
  "fmax_ev_per_a": 0.75,
  "e_lumo_ha": [-0.03563, -0.03564],
  "elements": ["O", "C", "C", "C", "C", "C", "N", "H", "H", "H", "H", "H"],
  "positions_angstrom": [[-0.298744, -1.606624, 0.094929], [-0.350739, -0.544939, 0.968635], [-0.872577, 0.664768, 0.308247], [0.880336, 0.358594, 0.519918], [-0.028037, 0.557410, -0.812266], [-0.189335, -0.967113, -1.273228], [-0.261034, -1.459907, -2.359337], [-0.585487, -0.790709, 1.999197], [-1.341974, 1.532894, 0.765014], [1.716291, -0.295384, 0.251606], [1.180772, 1.232118, 1.097860], [0.150525, 1.318890, -1.560575]],
  "forces_ev_per_angstrom": [[0.0, -0.1, 0.1], [-0.2, -0.1, 0.3], [0.1, 0.0, 0.0], [0.4, 0.1, 0.2], [-0.1, 0.2, -0.3], [0.0, -0.1, -0.7], [0.0, 0.3, 0.7], [0.0, 0.1, -0.1], [0.1, -0.1, -0.1], [-0.1, 0.1, 0.0], [-0.1, -0.1, -0.1], [0.0, -0.1, 0.1]],
  "mulliken_charge": [-0.401, -0.003, -0.252, -0.632, -0.007, 0.166, -0.730, 0.389, 0.381, 0.337, 0.351, 0.400]
}